The following is a quantum chemistry calculation of C38H59NOP3PtSi as an isolated structure at a distorted geometry, from OMol25.

```
104
Properties=species:S:1:pos:R:3:forces:R:3
Pt -0.082697 -0.209387 -0.483833 -1.130 -0.419 0.766
C 3.729303 1.800813 2.099567 -0.045 0.080 -0.187
C 4.176003 1.314913 0.723667 -0.154 -0.092 -0.090
C 5.579803 0.727513 0.809067 -0.154 0.115 -0.120
P 2.839003 0.170813 0.047967 1.065 0.098 -0.129
C 3.619603 -0.619887 -1.454533 -0.345 0.117 0.239
C 2.663803 -1.731387 -1.874833 -0.041 -0.032 0.117
C 3.741203 0.437813 -2.546133 0.059 -0.030 0.214
C 2.886903 -1.158587 1.303967 -0.087 0.165 -0.215
C 3.911603 -2.090587 1.400167 -0.084 -0.072 0.002
C 3.895003 -3.045887 2.403167 0.016 -0.012 0.051
C 2.863103 -3.061887 3.327267 0.029 -0.102 0.022
C 1.829503 -2.147787 3.223167 -0.017 -0.002 0.214
C 1.822103 -1.196187 2.212767 -0.415 0.452 -0.074
Si 0.258303 -0.206387 1.816767 -0.554 0.125 -0.428
C 0.023303 1.593713 2.389967 0.258 -0.610 -0.218
C 0.449803 2.002713 3.646267 0.071 0.079 0.110
C 0.115703 3.245713 4.155267 0.025 -0.037 0.091
C -0.694197 4.082913 3.409467 -0.003 0.102 0.002
C -1.113697 3.698713 2.148367 -0.075 -0.012 -0.016
C -0.739097 2.470513 1.609667 -0.127 -0.197 -0.048
P -1.183397 2.034313 -0.120933 0.516 0.124 0.084
C -2.828797 2.981013 -0.352033 0.137 -0.495 -0.056
C -2.784797 4.460113 -0.743333 0.212 -0.045 0.142
C -3.721997 2.251013 -1.354633 0.011 -0.077 0.185
C 0.188803 2.847413 -1.123633 -0.158 -0.142 0.043
C 0.809703 4.103913 -0.534033 -0.007 -0.192 0.086
C -0.250597 3.059613 -2.569033 -0.102 -0.142 0.083
C -1.230697 -1.107687 2.607067 0.557 0.246 -0.368
C -1.460597 -1.011287 3.973167 -0.043 -0.002 0.168
C -2.484797 -1.708487 4.587267 0.014 0.053 0.038
C -3.294097 -2.533187 3.824167 -0.072 -0.111 0.043
C -3.083097 -2.641687 2.461767 -0.060 -0.106 0.026
C -2.071097 -1.914987 1.838267 0.083 0.093 -0.148
P -1.780397 -2.064387 0.041067 -0.183 0.425 0.185
C -1.445197 -3.917387 -0.101133 0.219 0.309 -0.255
C -0.324897 -4.073087 -1.128533 0.051 0.018 0.167
C -2.617797 -4.836887 -0.422433 0.035 0.157 0.155
C -3.363397 -1.496787 -0.769633 0.198 -0.126 0.135
C -4.706797 -2.015687 -0.274433 0.112 0.108 0.020
C -3.187397 -1.636987 -2.280833 0.177 0.065 0.158
H 4.414903 2.560113 2.471967 0.043 0.076 0.037
H 3.728003 0.973213 2.807167 -0.031 -0.050 0.113
H 2.726703 2.225113 2.063467 -0.044 0.055 0.074
H 4.184803 2.169113 0.034167 -0.034 -0.069 0.036
H 5.600003 -0.118787 1.492167 0.063 -0.056 0.034
H 6.259203 1.484813 1.200067 0.088 0.029 0.013
H 5.953103 0.414413 -0.163633 0.089 -0.072 -0.050
H 4.607303 -1.036187 -1.240033 -0.067 0.032 0.089
H 1.627103 -1.355287 -1.854833 0.258 -0.238 -0.210
H 2.727203 -2.581887 -1.197533 -0.031 -0.049 0.007
H 2.885103 -2.078887 -2.882833 -0.005 -0.076 -0.123
H 2.775503 0.919913 -2.687233 -0.122 0.120 -0.105
H 4.042103 -0.019387 -3.488633 0.051 0.014 -0.062
H 4.469403 1.204113 -2.285933 0.057 0.071 -0.024
H 4.713003 -2.099187 0.679167 0.139 0.019 -0.088
H 4.687303 -3.775987 2.461367 0.090 -0.082 0.021
H 2.850303 -3.803187 4.111267 0.016 -0.079 0.097
H 1.010603 -2.175587 3.928467 -0.047 -0.118 0.072
H 1.063303 1.331213 4.229067 0.109 -0.057 0.168
H 0.468703 3.551913 5.129967 0.004 0.005 0.051
H -0.993697 5.044513 3.798767 -0.013 0.076 0.044
H -1.741897 4.372913 1.592367 -0.038 0.108 -0.055
H -3.284197 2.881613 0.643067 0.139 0.022 -0.134
H -2.670497 4.565513 -1.819733 0.026 0.042 -0.048
H -1.988997 5.016913 -0.258233 0.007 0.100 -0.038
H -3.734097 4.920913 -0.464733 -0.007 0.011 -0.035
H -3.220197 2.130513 -2.312533 0.021 -0.010 -0.139
H -4.633397 2.823813 -1.518133 -0.075 0.047 -0.039
H -4.009497 1.271213 -0.986933 -0.060 -0.091 -0.059
H 0.955703 2.052813 -1.104133 -0.175 0.276 -0.006
H 0.120603 4.942413 -0.577333 -0.041 0.144 0.041
H 1.694503 4.367813 -1.111433 0.088 0.059 -0.054
H 1.106203 3.944613 0.499467 0.103 0.096 0.064
H -0.771297 4.006513 -2.679233 -0.064 0.076 -0.048
H -0.911797 2.257713 -2.891433 -0.039 -0.053 -0.191
H 0.612203 3.078313 -3.231933 0.107 0.026 -0.066
H -0.817897 -0.377587 4.563967 0.067 0.128 0.207
H -2.646997 -1.618887 5.651967 -0.008 0.007 0.056
H -4.087197 -3.098687 4.291867 -0.052 -0.038 0.017
H -3.711297 -3.309987 1.893167 -0.063 -0.021 -0.055
H -1.050997 -4.186087 0.888967 -0.082 0.165 -0.148
H -0.642497 -3.699987 -2.101133 0.026 0.029 -0.149
H -0.033897 -5.116587 -1.239333 0.008 -0.086 0.005
H 0.545403 -3.501787 -0.806033 0.103 -0.008 -0.128
H -3.062397 -4.597187 -1.385433 -0.084 -0.001 -0.079
H -3.385297 -4.797587 0.346167 -0.121 -0.029 -0.022
H -2.252397 -5.863587 -0.468433 -0.006 -0.028 -0.028
H -3.310097 -0.425487 -0.519833 0.085 -0.310 -0.049
H -4.820297 -3.087487 -0.410133 -0.001 -0.115 -0.026
H -5.497397 -1.525487 -0.843133 -0.095 0.018 -0.013
H -4.847897 -1.773787 0.776567 -0.112 -0.020 -0.009
H -3.295097 -2.671187 -2.600133 -0.057 -0.117 -0.045
H -2.188797 -1.293787 -2.556333 -0.050 -0.002 -0.096
H -3.931097 -1.039587 -2.805833 -0.140 0.047 -0.072
C 1.152203 0.127813 -4.970033 -0.002 -0.065 0.085
C -0.114497 -0.130787 -4.198733 0.072 0.176 -0.610
N -1.231197 -0.184087 -4.945533 -0.390 -0.062 -0.017
O -0.148697 -0.254987 -2.984033 0.077 0.021 0.573
H 0.979203 0.134213 -6.041633 0.048 0.022 -0.080
H 1.887503 -0.634287 -4.727533 0.031 -0.059 0.049
H 1.562803 1.088813 -4.666033 -0.015 0.038 0.007
H -1.204497 -0.130487 -5.947633 0.066 0.026 0.013
H -2.122997 -0.356187 -4.506633 0.103 0.001 0.031
```
Positions in Å, forces in eV/Å.

Properties
energy	-82888.7995	eV
frontier orbital gap (spin up / spin down)	6.1 / 7.0	eV
net charge	+1
maximum force	1.428	eV/A
spin multiplicity	3

These are the Löwdin partial charges, in e, on atoms 1 to 5: 0.573 -0.118 -0.529 -0.105 1.047